Record 1
Molecular formula: C12H18ClKO13
Method: DFT, ωB97M-V/def2-TZVPD

Cartesian coordinates (Å):
K -7.9939 1.3531 -0.1666
Cl -3.2781 -0.0511 -3.4379
O -3.6137 1.2909 -3.8068
O -3.9342 -0.5877 -2.3493
O -3.4807 -0.8669 -4.5998
O -1.8778 -0.0770 -3.1770
C -3.3144 -6.0782 4.3010
C -2.8762 -4.5772 4.1898
C -3.2640 -3.9817 2.8809
O -4.4149 -3.2387 3.1690
C -4.6615 -3.2251 4.4835
O -5.6546 -2.8321 5.0495
O -3.6090 -3.8664 5.1236
H -3.0331 -6.4490 5.2866
H -2.9669 -6.7304 3.4998
H -4.3650 -6.3282 4.1530
H -1.8288 -4.4050 4.4376
H -3.3646 -4.6689 2.0409
H -2.5493 -3.2164 2.5779
C 2.0123 1.2801 2.2702
C 2.3820 0.2648 3.2979
C 3.8759 0.0403 3.4002
O 4.2482 0.9215 4.4290
C 3.2197 1.3956 5.0696
O 3.2222 1.9721 6.1456
O 2.1671 0.8166 4.5949
H 2.1641 0.9481 1.2432
H 2.6568 2.1573 2.3282
H 0.9835 1.5805 2.4688
H 1.7635 -0.6325 3.2771
H 4.4707 0.1306 2.4912
H 4.1348 -0.9708 3.7144
C 2.8633 4.3666 -4.4601
C 2.6840 3.4815 -5.7069
C 1.4058 3.4889 -6.5057
O 1.8449 3.2646 -7.8020
C 3.1908 3.5073 -7.8979
O 3.9077 3.4717 -8.9385
O 3.6648 3.8503 -6.6303
H 2.1088 4.1151 -3.7147
H 2.5573 5.3507 -4.8149
H 3.8226 4.3352 -3.9435
H 2.9684 2.4615 -5.4484
H 0.8594 4.3919 -6.2333
H 0.9021 2.5468 -6.2895

Forces on atoms 1 to 6 (eV/Å):
0.304 -0.119 -0.168
3.807 0.286 -4.844
-1.405 1.088 0.929
-3.108 -0.764 3.597
-1.033 -0.709 -0.411
1.500 0.213 0.961

=====

Record 2
Molecular formula: C12H18ClN2O2Re
Method: DFT, ωB97M-V/def2-TZVPD

Cartesian coordinates (Å):
Re -0.2785 -0.8186 1.5892
C -0.9781 1.7733 -1.7754
C -1.3382 1.1377 -0.4866
O -0.4506 0.3070 0.0104
C -2.5387 1.3714 0.2045
C -3.5180 2.2628 -0.3058
C -4.6850 2.4758 0.3861
C -4.9175 1.8153 1.5994
C -3.9870 0.9315 2.1402
C -2.8262 0.7306 1.4358
O -1.8972 -0.1329 1.9484
H -0.0030 1.4370 -2.1124
H -0.9694 2.8605 -1.6645
H -1.7281 1.5305 -2.5324
H -3.3466 2.7764 -1.2417
H -5.4299 3.1556 -0.0045
H -5.8427 1.9936 2.1334
H -4.1611 0.4189 3.0764
Cl 0.1917 -2.1148 3.2423
N 3.8464 -1.4451 -1.3149
C 2.8448 -2.5685 -1.2093
C 1.5054 -2.0488 -0.7134
N 1.6382 -1.3418 0.6058
C 2.6086 -0.2045 0.4558
C 3.9703 -0.6868 -0.0164
H 3.5915 -0.8095 -2.0769
H 4.7620 -1.8286 -1.5738
H 3.2779 -3.3048 -0.5309
H 2.7417 -3.0273 -2.1916
H 0.8204 -2.8897 -0.6110
H 1.0621 -1.3391 -1.4128
H 2.0608 -2.0078 1.2575
H 2.7297 0.3024 1.4124
H 2.1645 0.5039 -0.2445
H 4.4355 -1.3694 0.6960
H 4.6444 0.1538 -0.1750

Forces on atoms 1 to 6 (eV/Å):
-0.435 -0.052 0.552
-0.110 0.018 0.064
0.312 -0.271 0.150
0.005 0.305 -0.481
-0.177 0.193 -0.135
0.108 -0.104 0.064

Calculated values
- Charge: +3
- Multiplicity: 2

=====

Record 3
Molecular formula: C12H18ClNO4S
Method: DFT, ωB97M-V/def2-TZVPD

Cartesian coordinates (Å):
C 1.0980 -1.8864 1.4457
H 1.6422 -2.7336 1.8562
H 1.3367 -0.9961 2.0223
H 1.4149 -1.7311 0.4190
C -0.4008 -2.1580 1.4982
N -1.1471 -0.9682 1.1426
S -1.1376 -0.5889 -0.4715
O -2.3004 0.1891 -0.7919
O -0.8763 -1.7607 -1.2628
C 0.2880 0.4911 -0.6571
C 1.2553 0.1601 -1.5872
C 2.3457 0.9955 -1.8013
C 2.4228 2.1753 -1.0420
C 1.4529 2.5045 -0.1168
C 0.3654 1.6556 0.0878
O -0.5823 1.9383 1.0351
C -1.5466 2.9022 0.6330
H -2.1867 2.4906 -0.1528
H -1.0670 3.8192 0.2777
H -2.1388 3.1186 1.5199
H 1.5423 3.4145 0.4556
Cl 3.7649 3.2217 -1.2870
O 3.3432 0.7688 -2.6825
C 3.2888 -0.3997 -3.4706
H 4.1755 -0.3652 -4.1011
H 2.3936 -0.4162 -4.0984
H 3.3160 -1.3004 -2.8508
H 1.1165 -0.7592 -2.1325
C -2.3524 -0.6633 1.8808
C -3.4750 -1.6717 1.6517
H -3.7160 -1.7037 0.5921
H -4.3610 -1.3743 2.2069
H -3.1778 -2.6670 1.9745
H -2.6699 0.3217 1.5418
H -2.0900 -0.6020 2.9411
H -0.6480 -2.9769 0.8127
H -0.6889 -2.4441 2.5117

Forces on atoms 1 to 6 (eV/Å):
-0.188 -0.206 0.127
0.115 -0.070 -0.013
0.065 0.081 0.064
0.143 -0.025 -0.056
0.573 -0.432 -0.077
-0.008 0.254 -1.076

Calculated values
- Structure (SMILES): CCN(CC)S(=O)(=O)c1cc(OC)c(Cl)cc1OC

=====

Record 4
Molecular formula: C12H18CrF11GeNO5S3
Method: DFT, ωB97M-V/def2-TZVPD

Cartesian coordinates (Å):
Cr 0.9413 0.9261 -0.8015
F 1.3108 1.7142 4.3292
C 2.4049 1.3313 3.6660
F 3.0407 2.4231 3.2464
F 3.1983 0.6715 4.5074
S 1.8926 0.2483 2.2726
O 1.3053 1.2218 1.3499
O 1.1034 -0.7271 2.9629
N 3.2931 -0.3214 1.7862
S 3.8959 -0.0749 0.3461
O 5.1012 -0.8290 0.2175
O 2.9497 -0.1315 -0.7617
C 4.4846 1.6830 0.2579
F 5.0476 2.0807 1.3959
F 3.4878 2.5160 -0.0480
F 5.3927 1.7522 -0.7159
O 0.7662 -1.1811 0.2080
S 0.3154 -2.5642 0.5792
C -1.4744 -2.5035 0.9395
C -2.2290 -3.1673 -0.2149
C -1.2597 -4.1558 -0.8663
C 0.0519 -3.3964 -1.0061
H -1.7063 -1.4472 1.0836
H -1.6115 -3.0260 1.8873
H -2.5213 -2.4135 -0.9448
H -3.1360 -3.6596 0.1374
H -1.6204 -4.5013 -1.8351
H -1.1186 -5.0279 -0.2204
H 0.0109 -2.5903 -1.7425
H 0.9098 -4.0345 -1.2112
C -1.9002 1.2914 2.0881
Ge -2.0762 1.7253 0.1826
C -3.4443 3.1436 0.2016
C -2.9802 0.1851 -0.6635
C -0.5236 2.0813 -0.8983
H -2.8802 0.9963 2.4712
H -1.5636 2.1739 2.6385
H -1.1818 0.4944 2.2930
H -4.3600 2.7685 0.6664
H -3.6798 3.4745 -0.8129
H -3.0992 4.0098 0.7715
H -3.6614 -0.3485 0.0063
H -2.2103 -0.4938 -1.0347
H -3.5438 0.5335 -1.5326
H -0.6747 2.9381 -1.5607
F 1.1732 -0.9346 -2.9775
C 1.0591 0.4717 -2.7972
F 2.2600 0.9554 -3.3539
C 0.0241 0.8397 -3.8612
F 0.3272 0.3644 -5.0870
F -1.1885 0.3436 -3.5539
F -0.1027 2.1706 -3.9904

Forces on atoms 1 to 6 (eV/Å):
0.257 -0.382 0.242
-0.027 0.054 0.040
-0.010 0.111 0.034
0.028 -0.016 -0.018
0.046 -0.018 0.069
0.542 0.442 -0.285

Calculated values
- Charge: -1
- Multiplicity: 2

=====

Record 5
Molecular formula: C12H18F6KO6
Method: DFT, ωB97M-V/def2-TZVPD

Cartesian coordinates (Å):
K 3.2408 -1.6148 1.1601
C -0.7725 -7.8020 -1.5482
O -0.1259 -8.7738 -2.4116
O 0.0496 -6.7244 -1.3949
C -2.2806 -7.6030 -1.9847
F -2.8680 -6.7151 -1.2509
F -2.4087 -7.1476 -3.3031
F -3.0038 -8.7200 -1.9242
C -0.6381 -10.0436 -2.6757
C 0.5216 -10.6642 -3.4841
H 0.5881 -10.2223 -4.4783
H 1.5190 -10.6077 -3.0482
H 0.4435 -11.7229 -3.7318
H -1.3925 -9.9900 -3.4606
H -1.0068 -10.6044 -1.8168
H -0.9138 -8.2195 -0.5513
C 0.3776 5.0693 -2.4546
O 1.1611 5.7642 -3.4144
O 1.0083 3.8131 -2.3418
C 0.0048 6.1338 -1.2398
F -0.8873 7.0389 -1.6002
F -0.5036 5.5764 -0.0888
F 1.0432 6.9730 -0.9593
C 0.6959 6.8532 -4.1520
C 1.8870 7.5842 -4.9357
H 2.5159 6.7949 -5.3473
H 1.3486 8.0693 -5.7499
H 2.5555 8.2379 -4.3754
H 0.4071 7.6693 -3.4896
H -0.1662 6.7920 -4.8161
H -0.5943 4.7965 -2.8658
O 2.0666 2.5573 5.6314
C 1.0639 2.7601 6.3340
O -0.0198 1.8768 6.4534
C -1.2474 2.5810 6.9534
C -0.6878 3.7967 7.7231
C 0.5953 4.0679 6.8725
H -1.6889 1.9577 7.7310
H -1.9446 2.8591 6.1630
H -0.3050 3.6605 8.7345
H -1.3611 4.6456 7.8416
H 1.3814 4.6553 7.3467
H 0.3417 4.5911 5.9505

Forces on atoms 1 to 6 (eV/Å):
-0.239 0.048 -0.188
1.749 1.799 0.837
-0.257 0.667 0.423
-2.156 -1.398 -0.903
2.407 0.606 -2.617
-1.023 1.326 1.355

Calculated values
- Charge: -1

=====

Record 6
Molecular formula: C12H18F6NO9Zn
Method: DFT, ωB97M-V/def2-TZVPD

Cartesian coordinates (Å):
Zn -0.1433 0.7990 -0.2709
C -1.8016 -1.3048 0.4114
O -0.6810 -0.8112 1.1378
O -1.7032 -0.5182 -0.7020
C -1.8856 -2.8271 0.1099
F -0.7282 -3.3806 -0.3477
F -2.1887 -3.5176 1.2367
F -2.8270 -3.0904 -0.8024
C -0.3200 -1.4666 2.3378
C 0.6602 -0.6677 3.1759
H 0.7323 -1.1474 4.1571
H 1.6589 -0.5919 2.7535
H 0.2429 0.3210 3.3620
H 0.0884 -2.4510 2.0670
H -1.1609 -1.7282 2.9967
H -2.6951 -0.9858 0.9713
C -0.5093 2.7589 1.5005
O -1.3348 2.2844 0.4198
O 0.5888 1.9667 1.3499
C -0.2236 4.2644 1.3730
F 0.6665 4.7144 2.2733
F 0.1504 4.6239 0.1396
F -1.3727 4.9618 1.6160
C -2.7235 2.5667 0.3038
C -3.0766 2.6717 -1.1878
H -4.0790 3.1112 -1.2255
H -2.4100 3.4071 -1.6460
H -3.0416 1.7967 -1.8308
H -3.0884 3.4667 0.7951
H -3.3112 1.7380 0.7113
H -1.0661 2.5669 2.4286
N 0.8336 1.5892 -3.0869
O 1.1532 0.4049 -3.3532
O 1.1155 2.5232 -3.8531
O 0.2410 1.8407 -1.9772
O 1.4481 -0.5066 -0.5302
C 2.0099 -1.4727 -0.9363
O 2.0070 -2.5833 -0.1484
C 2.7319 -3.6233 -0.8288
C 3.5927 -2.9285 -1.8816
C 2.8565 -1.6361 -2.1574
H 2.0965 -4.3730 -1.3025
H 3.4085 -4.1554 -0.1623
H 3.8861 -3.5253 -2.7401
H 4.5015 -2.5943 -1.3688
H 2.1983 -1.7209 -3.0246
H 3.5025 -0.7696 -2.2635

Forces on atoms 1 to 6 (eV/Å):
0.005 -0.437 -0.223
0.056 3.021 -1.907
0.073 -1.357 1.818
-0.278 -0.948 -0.176
0.998 0.135 0.084
-0.450 0.451 0.094

Calculated values
- Charge: -1

=====

One value per record, in order, for E_tot: -68191.0025 -34434.6132 -45772.5321 -171797.4401 -57646.7389 -97376.3605 eV.
One value per record, in order, for energy above the lowest of the compared OMol25 structures with the same formula, charge and spin: 102.32 7.63 9.82 0.00 140.30 18.82 kcal per mole.
One value per record, in order, for largest force on an atom: 6.168 0.705 1.106 0.833 3.929 3.573 eV/Å.